1.
Formula: C2H3NOS2
Source: the OMol25 dataset
Level of theory: the ωB97M-V functional and the def2-TZVPD basis

Geometry as XYZ:
```
9
Properties=species:S:1:pos:R:3:forces:R:3:lowdin_charge:R:1
H 0.56212 0.58113 -1.38197 0.6 0.1 -0.3 -0.0965
N -0.42541 0.48514 -1.47135 -2.9 -0.6 1.9 0.0962
C -0.94310 0.05381 -0.38292 1.9 0.8 -0.5 -0.2147
O -0.18534 -0.29000 0.78528 -2.8 0.5 -1.2 -0.1495
C 1.14293 -0.35970 0.76061 1.3 -1.0 4.0 -1.0764
S 2.24444 0.98815 0.25404 0.1 0.8 0.3 0.5601
S 2.05316 -0.85431 -0.62914 1.3 -1.5 -0.7 0.5962
H -2.00720 -0.04745 -0.11752 0.6 -0.1 -0.5 0.1297
H 1.41374 -0.79436 1.86071 -0.2 0.9 -3.0 0.1549
```
Positions in Å, forces in eV/Å.

The total charge is 0. The relative energy (zero: lowest compared OMol25 entry of this formula, charge and spin) comes out at 2.1411 eV. Its LUMO energy is -0.17 eV. As for the HOMO energy: -0.324 Ha. The total energy comes out at -1004.3089 Ha. The calculation puts the HOMO-LUMO gap at 8.6 eV.


2.
Formula: C2H3NOS2
Source: the OMol25 dataset
Level of theory: the ωB97M-V functional and the def2-TZVPD basis

Geometry as XYZ:
```
9
Properties=species:S:1:pos:R:3:forces:R:3:lowdin_charge:R:1
C 1.24135 0.23485 0.86178 0.5 0.8 1.7 0.0834
C 0.43675 -1.24407 -0.87462 -0.6 -2.2 -1.5 -0.0744
N 0.90142 -0.55062 0.05442 1.0 0.7 0.4 -0.1310
O -1.36727 2.54197 0.78500 0.7 2.2 -1.0 -0.6256
S -2.21291 0.03781 -0.34286 -0.7 -0.9 -1.9 0.2403
S -1.80954 1.20595 1.15952 -0.2 -1.3 2.8 0.3021
H 2.17691 0.77126 0.91720 0.0 0.2 -0.1 0.0822
H -0.13682 -0.69560 -1.59572 0.0 -0.3 -0.5 0.0186
H 0.77011 -2.30155 -0.96470 -0.7 0.9 0.1 0.1044
```
Positions in Å, forces in eV/Å.

The total charge is 0. Its multiplicity is 3. The relative energy (zero: lowest compared OMol25 entry of this formula, charge and spin) comes out at 2.7822 eV. Its LUMO energy (alpha / beta) is 0.55 / -3.38 eV. As for the HOMO energy (alpha / beta): -0.271 / -0.310 Ha. The total energy comes out at -1004.1735 Ha. The calculation puts the HOMO-LUMO gap (alpha / beta) at 7.9 / 5.1 eV.


3.
Formula: C2H3NOS3
Source: the OMol25 dataset
Level of theory: the ωB97M-V functional and the def2-TZVPD basis

Geometry as XYZ:
```
10
Properties=species:S:1:pos:R:3:forces:R:3:lowdin_charge:R:1
C 0.07721 0.50402 0.41867 0.1 -0.6 -0.9 -0.8017
C 0.10325 -0.75402 0.00990 -0.4 0.3 0.3 -0.5583
N 1.13858 1.28556 0.84362 -0.6 1.3 0.5 -0.1525
O 2.38205 0.71670 0.92384 0.9 -0.5 -0.8 -0.6285
S 3.31766 0.71089 -0.46866 -0.7 0.1 0.7 0.6954
S -1.40812 1.46584 0.23283 0.1 0.5 0.2 0.7940
S 0.80371 -2.18825 0.45201 0.3 -0.4 -0.1 0.7740
H 1.14803 2.23342 0.46259 0.3 -0.3 0.1 0.1170
H -2.21760 0.41455 0.13899 0.0 -0.2 -0.1 -0.1214
H 0.73714 -2.76429 -0.76325 0.1 -0.1 0.1 -0.1181
```
Positions in Å, forces in eV/Å.

The total charge is 0. The relative energy (zero: lowest compared OMol25 entry of this formula, charge and spin) comes out at 5.6550 eV. Its LUMO energy (alpha / beta) is -0.43 / -2.06 eV. As for the HOMO energy (alpha / beta): -0.311 / -0.275 Ha. The total energy comes out at -1402.3449 Ha. The calculation puts the HOMO-LUMO gap (alpha / beta) at 8.0 / 5.4 eV.


4.
Formula: C2H3NOS3
Source: the OMol25 dataset
Level of theory: the ωB97M-V functional and the def2-TZVPD basis

Geometry as XYZ:
```
10
Properties=species:S:1:pos:R:3:forces:R:3:lowdin_charge:R:1
C -1.51774 0.30744 -0.15955 -0.5 0.7 0.3 -0.7294
C -0.06834 0.04451 -0.01153 0.2 -0.2 0.0 -0.0727
N -2.35412 -0.53654 -0.60947 0.2 -0.7 -0.5 -0.2759
O -3.64215 1.57012 -0.17272 -0.9 -0.3 -0.5 -0.8155
S -2.15627 1.85325 0.34498 0.5 -0.5 0.1 0.9499
S -4.84572 -1.18687 0.63827 0.1 0.2 -0.2 0.1997
S -3.96125 -0.18033 -0.70911 0.3 0.6 0.8 0.4833
H 0.08354 -0.80803 0.64956 0.0 0.0 0.0 0.0950
H 0.43819 0.91772 0.39060 0.1 0.0 0.0 0.0722
H 0.35486 -0.21481 -0.97968 0.0 0.1 -0.1 0.0932
```
Positions in Å, forces in eV/Å.

The total charge is 0. The relative energy (zero: lowest compared OMol25 entry of this formula, charge and spin) comes out at 1.1201 eV. Its LUMO energy is -0.45 eV. As for the HOMO energy: -0.331 Ha. The total energy comes out at -1402.5116 Ha. The calculation puts the HOMO-LUMO gap at 8.5 eV.


5.
Formula: C2H3NOS3
Source: the OMol25 dataset
Level of theory: the ωB97M-V functional and the def2-TZVPD basis

Geometry as XYZ:
```
10
Properties=species:S:1:pos:R:3:forces:R:3:lowdin_charge:R:1
C 0.44511 -0.33966 0.04300 3.8 -2.3 -0.4 -0.9416
C -0.21720 0.89770 0.05284 -1.8 0.1 2.4 -1.1959
H -1.64964 -0.36036 0.42419 -1.7 -3.0 -0.9 -0.1373
H 0.39938 -2.32603 -0.59856 -1.9 2.8 0.6 0.2145
H 1.92312 2.03589 0.01911 -2.8 -0.5 -1.3 0.0165
N -0.16987 -1.36906 -0.47407 -1.0 -2.4 0.1 -0.0731
O -1.60124 -1.36487 -0.50570 2.9 -0.2 0.1 -0.2451
S 2.06921 -0.35394 0.64610 -1.1 -0.2 -0.5 0.5606
S 0.46538 2.24451 -0.49494 3.5 3.5 -0.2 0.8385
S -1.66426 0.93582 0.88804 0.0 2.3 0.2 0.9628
```
Positions in Å, forces in eV/Å.

The total charge is 0. The relative energy (zero: lowest compared OMol25 entry of this formula, charge and spin) comes out at 4.6439 eV. Its LUMO energy is -2.15 eV. As for the HOMO energy: -0.309 Ha. The total energy comes out at -1402.3821 Ha. The calculation puts the HOMO-LUMO gap at 6.3 eV.


6.
Formula: C2H3NP2
Source: the OMol25 dataset
Level of theory: the ωB97M-V functional and the def2-TZVPD basis

Geometry as XYZ:
```
8
Properties=species:S:1:pos:R:3:forces:R:3:lowdin_charge:R:1
H -1.99626 1.44745 -0.68852 0.1 -0.6 0.1 0.0429
N -1.07630 0.99830 -0.74177 0.4 -1.4 1.3 0.0419
C -0.92894 -0.06821 0.04824 -4.7 2.0 -0.3 -0.4235
C 0.31007 -0.56323 0.29295 3.6 -1.1 0.1 -0.5118
P 1.55572 0.66776 0.18101 1.6 -0.5 -0.5 0.4289
P 3.32993 -0.39058 -0.31654 -1.5 0.6 0.5 0.2467
H -1.80962 -0.51013 0.65966 1.2 0.6 -1.2 0.1293
H 0.61539 -1.58137 0.56498 -0.7 0.4 0.0 0.0456
```
Positions in Å, forces in eV/Å.

The total charge is 0. The relative energy (zero: lowest compared OMol25 entry of this formula, charge and spin) comes out at 2.7482 eV. Its LUMO energy (alpha / beta) is -1.51 / -2.17 eV. As for the HOMO energy (alpha / beta): -0.310 / -0.308 Ha. The total energy comes out at -815.3247 Ha. The calculation puts the HOMO-LUMO gap (alpha / beta) at 6.9 / 6.2 eV.


7.
Formula: C2H3NP2
Source: the OMol25 dataset
Level of theory: the ωB97M-V functional and the def2-TZVPD basis

Geometry as XYZ:
```
8
Properties=species:S:1:pos:R:3:forces:R:3:lowdin_charge:R:1
C 1.45605 -0.42619 0.29861 1.4 -2.7 0.5 -0.4524
C 0.73182 0.68656 -0.00041 -2.2 4.4 -2.9 -0.5189
N 1.98106 -1.41392 0.54987 0.4 -0.4 0.1 0.1518
P -2.05660 -0.40342 0.50156 0.5 -0.4 -1.5 0.3812
P -0.89747 0.18105 -1.08632 0.9 -0.5 1.6 0.4904
H 0.23306 1.06353 0.91420 0.8 0.5 -0.5 0.0408
H 1.36431 1.46335 -0.69369 -1.6 -1.6 2.2 0.1285
H -2.81224 -1.15096 -0.48381 -0.3 0.6 0.5 -0.2214
```
Positions in Å, forces in eV/Å.

The total charge is 0. The relative energy (zero: lowest compared OMol25 entry of this formula, charge and spin) comes out at 0.8925 eV. Its LUMO energy is -1.47 eV. As for the HOMO energy: -0.354 Ha. The total energy comes out at -815.3929 Ha. The calculation puts the HOMO-LUMO gap at 8.2 eV.


8.
Formula: C2H3NP2
Source: the OMol25 dataset
Level of theory: the ωB97M-V functional and the def2-TZVPD basis

Geometry as XYZ:
```
8
Properties=species:S:1:pos:R:3:forces:R:3:lowdin_charge:R:1
C 0.85485 -0.60262 -0.16787 -0.1 0.3 0.4 -0.4489
N 0.81371 0.11803 0.98190 1.0 -3.1 -2.4 -0.1149
C -0.25769 0.89366 1.06088 -1.3 0.5 -1.5 -0.6142
P -1.46095 1.24146 -0.19227 0.5 -0.7 1.1 0.5924
P -0.30411 -0.03600 -1.42067 1.3 -1.1 0.0 0.5596
H 1.53216 -1.50914 -0.38588 -0.7 1.9 0.7 0.0820
H -0.40702 1.19750 2.04568 -0.4 1.5 1.4 0.0145
H -0.77095 -1.30290 -1.92177 -0.2 0.8 0.3 -0.0705
```
Positions in Å, forces in eV/Å.

The total charge is 0. The relative energy (zero: lowest compared OMol25 entry of this formula, charge and spin) comes out at 0.7609 eV. Its LUMO energy is -0.77 eV. As for the HOMO energy: -0.325 Ha. The total energy comes out at -815.3977 Ha. The calculation puts the HOMO-LUMO gap at 8.1 eV.


9.
Formula: C2H3NP2
Source: the OMol25 dataset
Level of theory: the ωB97M-V functional and the def2-TZVPD basis

Geometry as XYZ:
```
8
Properties=species:S:1:pos:R:3:forces:R:3:lowdin_charge:R:1
C -0.81967 0.21106 1.14556 0.0 0.7 0.8 -0.6269
N 0.13094 -0.72542 0.95265 0.5 -0.6 -0.6 -0.1251
C 0.68254 -0.71812 -0.24052 -3.1 2.2 1.3 -0.4909
P -0.09839 0.36588 -1.37861 1.9 -0.1 -1.3 0.6014
P -1.08154 1.58656 0.10948 -0.1 -0.8 0.1 0.6078
H -1.32976 0.02173 2.10910 -0.1 0.8 -0.7 0.0528
H 1.42376 -1.37805 -0.38471 2.6 -2.3 -1.0 0.0160
H 1.09213 0.63636 -2.31295 -1.6 0.3 1.4 -0.0351
```
Positions in Å, forces in eV/Å.

The total charge is 0. The relative energy (zero: lowest compared OMol25 entry of this formula, charge and spin) comes out at 0.7813 eV. Its LUMO energy is -0.52 eV. As for the HOMO energy: -0.328 Ha. The total energy comes out at -815.3970 Ha. The calculation puts the HOMO-LUMO gap at 8.4 eV.


10.
Formula: C2H3NS
Source: the OMol25 dataset
Level of theory: the ωB97M-V functional and the def2-TZVPD basis

Geometry as XYZ:
```
7
Properties=species:S:1:pos:R:3:forces:R:3:lowdin_charge:R:1
C 2.47881 -1.39866 -0.32583 0.3 0.9 -0.1 -0.0819
C -1.89132 1.01876 0.34420 0.9 2.0 2.4 -0.6641
N 3.24052 -0.60220 -0.61147 0.8 0.3 -0.3 0.0600
S -2.10291 -0.03568 -0.86572 -0.2 -1.0 -1.1 0.6426
H 1.65850 -1.94043 -0.01605 -1.1 -1.2 0.4 0.0251
H -2.32051 2.04147 0.38037 0.1 -0.8 -0.4 0.0070
H -1.06308 0.91675 1.09449 -0.8 -0.2 -0.9 0.0113
```
Positions in Å, forces in eV/Å.

The total charge is 0. Its multiplicity is 3. The relative energy (zero: lowest compared OMol25 entry of this formula, charge and spin) comes out at 1.0336 eV. Its LUMO energy (alpha / beta) is 0.79 / -2.47 eV. As for the HOMO energy (alpha / beta): -0.270 / -0.399 Ha. The total energy comes out at -530.8060 Ha. The calculation puts the HOMO-LUMO gap (alpha / beta) at 8.1 / 8.4 eV.